Formula: C34H31CoN3O8
Source: OMol25
Level of theory: wB97M-V/def2-TZVPD

maximum force	0.51	eV/A
net charge	-2
2S+1	2
gap between HOMO and LUMO (alpha / beta)	6.826 / 6.704	eV
calculated total energy	-3463.37234	Ha

Atoms and positions in Å:
Co -1.692492 -1.388194 2.305633
O -0.701692 2.821712 1.738182
C -1.040226 1.520804 1.854649
O -0.281490 0.690016 2.269863
C -2.455027 1.257805 1.450623
C -3.250811 2.220291 0.858199
C -4.535731 1.863278 0.476467
C -4.978495 0.575257 0.714318
C -4.121887 -0.336483 1.317152
N -2.885232 0.013861 1.666324
C -4.552889 -1.788377 1.615897
O -5.737252 -2.049255 1.348760
O -3.650961 -2.512274 2.089454
H 0.242675 2.851688 1.946003
H -2.848828 3.205040 0.676807
H -5.176597 2.585670 -0.014787
H -5.968181 0.227134 0.454702
O 0.909568 -4.380862 1.982606
C 0.138184 -3.427325 1.880216
O -0.288934 -2.665114 2.803723
C -0.353163 -3.040283 0.491499
C 0.174225 -3.605146 -0.654642
C -0.252319 -3.133378 -1.883883
C -1.206087 -2.129439 -1.918562
C -1.690446 -1.625358 -0.723696
N -1.272533 -2.067937 0.459534
H 0.924485 -4.374127 -0.539514
H 0.165307 -3.526953 -2.802980
H -1.552913 -1.706434 -2.851188
H -2.414788 -0.824173 -0.720319
C 3.746349 2.625176 -7.743892
C 4.110332 2.076924 -6.386751
C 5.424127 2.192564 -5.937260
C 5.767560 1.710280 -4.684312
C 4.819420 1.114995 -3.872041
C 3.495665 0.974966 -4.308800
N 2.486876 0.420292 -3.541912
C 2.641866 -0.197320 -2.293502
C 3.671203 -1.107633 -2.039952
C 3.768539 -1.738830 -0.809198
C 2.841784 -1.479173 0.190068
C 1.799643 -0.603238 -0.074458
C 1.666880 0.032528 -1.304620
C 0.410399 0.888692 -1.537834
O 0.294335 1.470191 -2.655548
O -0.411244 0.894464 -0.606752
C 3.146823 1.460315 -5.590492
C 1.722880 1.318676 -6.056175
H 4.593865 3.154516 -8.180615
H 2.905696 3.319638 -7.684453
H 3.455438 1.830114 -8.435665
H 6.166747 2.671473 -6.565696
H 6.784346 1.816490 -4.323098
H 5.089517 0.780617 -2.881304
H 1.582045 0.939121 -3.518933
H 4.381511 -1.337184 -2.824381
H 4.568510 -2.451023 -0.638960
H 2.898385 -1.982160 1.147268
H 1.042494 -0.397733 0.672175
H 1.274536 0.418059 -5.637133
H 1.657188 1.266620 -7.142900
H 1.103547 2.155683 -5.719948
C -3.775845 0.868890 6.669701
C -2.530956 -0.029893 6.643228
C -1.333394 0.758878 7.192656
C -2.778346 -1.252102 7.539421
C -2.254997 -0.466602 5.265631
C -2.004932 -0.830882 4.131373
H -4.004578 1.187087 7.693592
H -4.635411 0.332441 6.265976
H -3.614236 1.755424 6.054076
H -1.518948 1.079105 8.224512
H -1.148918 1.640724 6.577014
H -0.434160 0.142010 7.169274
H -2.923581 -0.946423 8.582136
H -1.930367 -1.935511 7.484462
H -3.664099 -1.792711 7.203015

Atoms 1-2, force components in eV/Å:
Co -0.033 -0.218 0.463
O -0.012 -0.008 0.102

Formula: C14H16O
Source: OMol25
Level of theory: wB97M-V/def2-TZVPD

maximum force	1.00	eV/A
SMILES	Cc1ccc(O)cc1.Cc1ccccc1
2S+1	1
relative energy (zero: lowest compared OMol25 entry of this formula, charge and spin)	8.64	kcal per mole
gap between HOMO and LUMO	9.030	eV
calculated total energy	-618.30223	Ha

Atoms and positions in Å:
C -2.779340 -0.791445 2.039768
C -3.701557 1.329061 1.048027
C -2.784151 0.274037 0.982630
C -3.628561 2.348485 0.116762
C -2.758203 2.246314 -0.956880
C -1.873745 0.215616 -0.056115
C -1.878448 1.180466 -1.061628
H -4.427191 1.304761 1.850333
H -4.259339 3.228303 0.170259
H -2.046510 -0.580188 2.827395
H -2.557073 -1.783709 1.665616
H -2.749835 2.995603 -1.738250
H -1.291945 -0.684230 -0.207342
H -1.350279 1.015134 -1.987319
H -3.709805 -0.832205 2.615149
C 3.224811 1.575542 -1.194934
C 1.599092 -0.114601 -0.278352
C 2.868183 0.185284 -0.733938
C 1.248688 -1.441737 0.003361
C 2.229307 -2.413243 0.005007
C 3.831780 -0.824490 -0.752693
C 3.528781 -2.126883 -0.408651
O 2.007130 -3.685606 0.459169
H 0.839716 0.632518 -0.081783
H 0.246883 -1.705129 0.319623
H 3.355238 1.513859 -2.271509
H 4.155542 1.945582 -0.764119
H 4.864598 -0.588642 -1.015158
H 1.066284 -3.782862 0.674313
H 4.269170 -2.919790 -0.385913
H 2.460772 2.284200 -0.882817

Atoms 1-2, force components in eV/Å:
C -0.112 0.126 0.923
C 0.674 -0.287 0.141

Formula: C25H60O17S8
Source: OMol25
Level of theory: wB97M-V/def2-TZVPD

maximum force	6.28	eV/A
net charge	-1
2S+1	2
gap between HOMO and LUMO (alpha / beta)	1.872 / 8.799	eV
calculated total energy	-5452.68421	Ha

Atoms and positions in Å:
C -4.074926 -1.129344 0.955151
C -4.385404 -2.532697 1.501236
O -5.576558 -2.851705 0.785637
C -5.945617 -1.952159 -0.088916
O -6.921870 -2.046291 -0.928278
O -5.137526 -0.893746 0.075533
H -3.090504 -0.853284 0.577241
H -4.307618 -0.372961 1.704709
H -4.689168 -2.460626 2.545563
H -3.484191 -3.128706 1.357410
C 3.215046 -2.587598 -4.358210
C 2.497692 -2.690592 -2.988290
O 2.949567 -3.945847 -2.632813
C 4.077902 -4.281448 -3.286924
O 4.665301 -5.329733 -3.072475
O 4.307766 -3.451923 -4.310450
H 3.334024 -1.517809 -4.186470
H 2.505587 -2.783266 -5.162254
H 1.436763 -2.529559 -3.179597
H 2.943255 -1.949219 -2.325007
C -1.197467 -0.645831 3.585895
C -2.495485 -0.303741 4.300962
O -3.059103 -1.607647 4.719389
C -2.074522 -2.435582 4.685342
O -2.181056 -3.605739 5.018273
O -1.050452 -1.932366 4.048252
H -0.343798 -0.104407 3.993569
H -1.400885 -0.540572 2.520228
H -3.261017 0.160007 3.678871
H -2.381120 0.457579 5.072586
C -0.103553 -0.838986 -1.051071
S -0.159426 0.186814 0.451997
O 0.998420 -0.316603 1.266423
C 0.221188 1.913734 -0.171564
H 0.556542 -0.327554 -1.751655
H -1.044169 -0.763892 -1.596695
H 0.012280 -1.892391 -0.796127
H 0.066200 2.701975 0.565155
H -0.521487 1.906102 -0.969357
H 1.218592 2.025299 -0.596794
C 5.040936 -2.773224 3.179980
S 3.414188 -3.550544 3.373229
O 3.525413 -4.712020 4.354705
C 2.547367 -2.125596 4.184126
H 5.348703 -2.852263 2.137328
H 5.809659 -3.248869 3.789026
H 4.843249 -1.703770 3.107207
H 2.959902 -1.794004 5.137002
H 1.510639 -2.422647 4.342372
H 2.403615 -1.367337 3.414400
C -4.890825 3.396776 0.810611
S -3.063767 3.103698 0.598245
O -2.850471 1.805060 -0.165102
C -2.666354 4.341536 -0.769920
H -5.439106 3.759724 -0.058726
H -4.924561 4.176853 1.571169
H -5.366589 2.442452 1.036481
H -3.164150 3.964637 -1.663367
H -1.616559 4.415178 -1.053826
H -3.030156 5.364552 -0.865792
C 5.772691 -1.427693 -1.711755
S 4.809160 0.191504 -1.437430
O 3.623212 0.208678 -2.322598
C 4.000725 -0.269377 0.171445
H 6.827070 -1.441002 -1.435691
H 5.819979 -1.474907 -2.799698
H 5.265402 -2.293117 -1.285363
H 4.860247 -0.288404 0.841485
H 3.449653 -1.185954 0.381938
H 3.248423 0.371230 0.631625
C -1.412312 1.179542 -3.659379
S -2.566150 0.791695 -4.986399
O -2.100613 -0.477557 -5.679304
C -3.944542 0.028365 -3.946004
H -0.958702 0.229898 -3.375639
H -1.925545 1.686284 -2.842126
H -0.504255 1.730367 -3.904598
H -4.903608 0.251552 -4.413408
H -3.935770 0.556267 -2.992408
H -3.619967 -1.012061 -3.930133
C -0.378862 6.150340 0.363663
S -1.293850 7.052823 1.668910
O -2.388503 6.077592 1.980390
C -0.105968 6.685350 2.962793
H -0.184687 5.091459 0.534434
H 0.555926 6.703885 0.275023
H -1.019488 6.339386 -0.497707
H 0.926017 6.940026 2.721447
H -0.244046 5.606267 3.030833
H -0.311041 7.164445 3.920135
C 3.180568 5.564698 -3.971907
S 1.824993 4.368733 -3.302395
O 0.822068 4.270563 -4.435741
C 2.533552 2.670705 -3.208191
H 3.318164 5.543020 -5.052968
H 4.196273 5.273423 -3.704333
H 3.088780 6.632209 -3.771681
H 3.590517 2.615125 -2.947731
H 2.361923 2.174814 -4.163556
H 1.832588 2.050289 -2.649778
C -1.497509 -6.874548 2.856047
S -1.393218 -6.019752 1.251318
O -2.751941 -5.321425 1.091937
C -0.273204 -4.683149 1.824767
H -2.337272 -7.560827 2.746863
H -1.712099 -6.194204 3.680169
H -0.595186 -7.470269 2.994030
H -0.395892 -4.581370 2.903054
H -0.464045 -3.719070 1.353352
H 0.800007 -4.873723 1.826640

Atoms 1-2, force components in eV/Å:
C -0.964 1.107 1.795
C 0.536 1.653 0.213

Formula: C5H3P
Source: OMol25
Level of theory: wB97M-V/def2-TZVPD

maximum force	4.90	eV/A
2S+1	1
relative energy (zero: lowest compared OMol25 entry of this formula, charge and spin)	96.10	kcal per mole
gap between HOMO and LUMO	7.603	eV
calculated total energy	-533.29578	Ha

Atoms and positions in Å:
C 2.059037 -0.646705 2.136683
C 0.692044 1.361653 2.175493
C 1.318835 -0.355789 -0.384336
C 1.535417 -0.495777 0.987481
C 0.124351 -0.239966 0.296551
P -0.417334 1.548690 0.912480
H 1.934752 0.200252 -1.054709
H -0.637662 -0.977678 0.384314
H 1.203291 1.577728 3.388162

Atoms 1-2, force components in eV/Å:
C -0.311 1.063 1.731
C 0.529 0.037 2.316

Formula: C6H10N
Source: OMol25
Level of theory: wB97M-V/def2-TZVPD

maximum force	5.03	eV/A
net charge	+1
SMILES	C=C(C)[C@@H]1[NH+]=C1C
2S+1	1
relative energy (zero: lowest compared OMol25 entry of this formula, charge and spin)	68.43	kcal per mole
gap between HOMO and LUMO	8.980	eV
calculated total energy	-288.97392	Ha

Atoms and positions in Å:
C -0.491818 -0.981351 0.087805
C -1.266901 -0.235984 0.805371
C -0.871945 -2.396295 -0.162280
C 0.721819 -0.233597 -0.380729
C 0.982703 1.147747 -0.122154
C 0.950642 2.471684 -0.638826
N 1.754785 0.365711 0.596340
H -1.116030 0.813356 0.872783
H -2.179684 -0.526105 1.115538
H -0.592565 -3.172112 0.488161
H -2.017451 -2.338023 0.092440
H 1.120354 -0.696340 -1.375741
H 1.562245 3.220243 -0.154676
H -0.069452 2.734388 -0.388900
H 0.876557 2.466633 -1.787904
H -0.618621 -2.694609 -1.139548
H 2.241626 0.138718 1.414135

Atoms 1-2, force components in eV/Å:
C 1.695 0.107 0.534
C 0.302 2.100 -0.406

Formula: C10H10ClNO
Source: OMol25
Level of theory: wB97M-V/def2-TZVPD

maximum force	6.64	eV/A
SMILES	[O-][N+]#CCC[C@@H](Cl)c1ccccc1
2S+1	1
relative energy (zero: lowest compared OMol25 entry of this formula, charge and spin)	116.05	kcal per mole
gap between HOMO and LUMO	9.440	eV
calculated total energy	-977.05928	Ha

Atoms and positions in Å:
C 3.281271 0.875234 -0.013446
C 2.921696 -0.260146 0.688681
C 2.388001 1.847312 -0.418245
C 1.598914 -0.476867 0.900683
C 1.080483 1.791068 -0.035656
C 0.665919 0.563624 0.531505
C -2.481985 -1.515434 -0.166638
C -1.035841 -1.356118 0.327699
C -2.995227 -0.242435 -0.431997
C -0.861167 0.145167 0.330917
N -3.572944 0.333198 -1.292294
O -3.756575 1.225946 -2.088903
Cl -1.640077 0.983176 1.759331
H 4.354412 1.004930 -0.308808
H 3.606120 -1.187578 0.629208
H 2.763726 2.643913 -0.991959
H 1.166337 -1.345683 1.239977
H 0.285163 2.397831 -0.396065
H -2.451875 -1.986121 -1.089259
H -3.059158 -2.158624 0.529464
H -0.892400 -1.862572 1.260628
H -0.302841 -1.945352 -0.354084
H -1.061948 0.525525 -0.610731

Atoms 1-2, force components in eV/Å:
C 2.189 0.356 -0.418
C 1.567 -2.138 -1.430